DFT (wB97M-V/def2-TZVPD) results for C2H4BrFO in the gas phase in a non-equilibrium geometry.

The calculation puts the relative energy (zero: lowest compared OMol25 entry of this formula, charge and spin) at 745.4 kJ/mol. The strongest force on any atom comes out at 2.974 eV/Å. The HOMO-LUMO gap (alpha / beta) is 9.67 / 7.34 eV. The spin multiplicity is 1. The calculation puts the LUMO energy (alpha / beta) at -0.015 / -0.043 hartree. The total energy comes out at -76938.8040 eV.

Bonds (Å) are listed after each position.
Atoms and positions in Å:
1 C 1.46334 0.01684 -0.25246  C2 1.421, H6 1.021, H7 1.048, H8 1.044
2 C 0.37482 0.62919 0.42462  C1 1.421, Br5 1.867, H9 1.038
3 O -2.93201 -0.42466 -0.60526  F4 1.363, Br5 2.267
4 F -3.00554 -1.19024 0.51949  O3 1.363
5 Br -1.27927 1.09675 -0.30327  C2 1.867, O3 2.267
6 H 2.16149 -0.14422 0.47435  C1 1.021
7 H 1.18587 -0.94499 -0.56379  C1 1.048
8 H 1.72305 0.50243 -1.13982  C1 1.044
9 H 0.30826 0.45890 1.44614  C2 1.038

Löwdin population analysis, charges in e, atoms 1 to 2: atom 1 (C): -0.17, atom 2 (C): -0.53